(1)
50
Properties=species:S:1:pos:R:3:lowdin_charge:R:1 method="wB97M-V/def2-TZVPD" spin_multiplicity=1 e_above_lowest_kj_mol=24.7 largest_force_ev_per_a=6.2 homo_energy_ev=-1.961 total_charge=-2 lumo_energy_ev=3.738
Rb -0.037 0.605 0.044 1.24
C -1.886 1.565 4.161 -0.16
C -3.265 1.247 4.086 -0.16
C -3.667 1.345 2.781 -0.08
C -2.476 1.996 0.614 -0.41
C -2.546 1.748 1.995 -0.24
C -1.444 1.875 2.901 -0.11
C -3.420 1.706 -1.702 -0.17
C -4.165 2.549 -2.569 0.03
C -3.915 2.525 -3.909 -0.01
C -2.885 1.698 -4.406 -0.16
C -2.516 1.643 -5.761 -0.06
C -1.462 0.868 -6.159 -0.11
C -0.758 0.086 -5.227 -0.08
C -1.112 0.096 -3.906 0.00
C -2.171 0.915 -3.456 -0.20
N -2.467 0.927 -2.146 0.19
H -1.294 1.566 5.069 0.07
H -3.890 0.965 4.920 0.07
H -4.663 1.187 2.416 0.09
H -0.441 2.190 2.629 0.09
H -4.928 3.191 -2.155 0.11
H -4.479 3.138 -4.602 0.11
H -3.068 2.241 -6.477 0.10
H -1.161 0.856 -7.198 0.09
H 0.074 -0.512 -5.573 0.10
H -0.614 -0.513 -3.167 0.10
O -2.033 -0.799 0.239 -0.20
C -3.256 -0.858 0.154 -0.25
C -4.197 0.193 0.002 -0.15
C -5.540 -0.102 -0.019 0.05
C -6.536 0.880 -0.018 -0.20
C -6.129 2.250 0.177 -0.03
C -4.841 2.597 0.130 -0.06
C -3.746 1.629 -0.225 -0.25
O -1.509 2.520 0.029 -0.20
N -7.861 0.544 -0.091 -0.40
O -8.725 1.446 -0.048 -0.05
O -8.192 -0.653 -0.218 -0.05
H -3.734 -1.865 0.212 0.12
H -5.859 -1.135 0.011 0.12
H -6.900 2.970 0.411 0.11
H -4.522 3.615 0.311 0.13
F 3.282 1.668 -0.872 -0.42
Te 3.100 -0.266 -0.758 1.79
F 3.311 -2.141 -1.203 -0.42
F 4.918 -0.318 -0.080 -0.43
F 1.626 -0.170 -2.026 -0.48
F 4.087 -0.112 -2.419 -0.41
O 2.215 -0.394 0.721 -0.74

=====

(2)
11
Properties=species:S:1:pos:R:3:lowdin_charge:R:1 method="wB97M-V/def2-TZVPD" spin_multiplicity=1 e_above_lowest_kj_mol=257.6 largest_force_ev_per_a=0.6 homo_energy_ev=-8.728 lumo_energy_ev=0.756
C -2.171 -0.062 0.013 -0.12
C -0.912 0.704 0.292 -0.03
O 0.082 -0.037 -0.189 -0.03
C 1.381 0.521 -0.088 -0.59
O 1.623 1.689 -0.172 0.12
N 2.254 -0.500 0.052 0.19
H -2.044 -1.020 -0.508 0.07
H -2.686 -0.211 0.971 0.08
H -2.823 0.602 -0.569 0.08
H 1.932 -1.449 0.143 0.11
H 3.234 -0.288 0.130 0.12

=====

(3)
90
Properties=species:S:1:pos:R:3:mulliken_spin:R:1 method="wB97M-V/def2-TZVPD" spin_multiplicity=5 e_above_lowest_kj_mol=186.6 largest_force_ev_per_a=0.5 s_squared=6.337 homo_energy_ev="-6.375 / -7.211" lumo_energy_ev="-0.424 / -0.442"
Mn 0.293 0.826 0.682 3.75
N -0.451 -0.749 -0.881 0.06
C 0.684 -1.647 -1.067 0.07
C 1.991 -0.920 -0.771 -0.06
O 3.050 -1.417 -1.083 0.01
O 1.875 0.220 -0.139 0.02
H -1.329 -1.251 -0.840 -0.02
H -0.498 -0.120 -1.681 0.00
H 0.752 -2.069 -2.071 0.01
H 0.615 -2.472 -0.353 0.00
C -2.307 6.768 0.147 0.00
Si -3.139 5.130 -0.227 0.00
C -4.974 5.254 0.143 0.00
C -2.918 4.709 -2.033 0.00
C -2.421 3.868 0.989 0.00
C -2.727 4.050 2.333 0.01
C -2.221 3.221 3.333 -0.01
C -1.398 2.191 2.949 -0.07
N -1.095 1.973 1.668 -0.05
C -1.569 2.789 0.690 -0.03
S -0.923 2.328 -0.847 0.01
H -2.736 7.572 -0.455 0.00
H -1.240 6.712 -0.079 0.00
H -2.409 7.046 1.198 0.00
H -5.429 6.032 -0.475 0.00
H -5.183 5.499 1.186 0.00
H -5.477 4.312 -0.084 0.00
H -3.397 5.495 -2.625 0.00
H -3.382 3.756 -2.292 0.00
H -1.867 4.651 -2.312 0.00
H -3.372 4.873 2.625 0.00
H -2.461 3.376 4.375 0.00
H -0.951 1.505 3.657 0.08
C -0.631 1.772 -8.127 0.00
C -0.734 0.983 -6.865 0.00
C -1.576 -0.064 -6.662 0.00
C -1.552 -0.690 -5.388 0.00
N -0.760 -0.315 -4.416 0.00
C 0.100 0.731 -4.604 0.00
S 1.136 1.272 -3.441 0.00
N 0.070 1.352 -5.843 0.00
C -2.478 -1.832 -5.097 0.00
H -1.236 1.322 -8.909 0.00
H 0.405 1.817 -8.465 0.00
H -0.977 2.794 -7.964 0.00
H -2.238 -0.405 -7.443 0.00
H 0.713 2.124 -5.950 0.00
H -2.968 -2.200 -5.996 0.00
H -3.242 -1.500 -4.392 0.00
H -1.925 -2.641 -4.622 0.00
C -3.300 -0.563 2.561 0.01
Si -1.840 -1.257 3.527 0.08
C -1.936 -0.665 5.317 0.02
C -2.033 -3.138 3.572 0.02
Si 0.196 -0.987 2.361 0.37
Si 1.941 -2.237 3.311 -0.01
C 1.872 -2.217 5.197 0.03
C 1.657 -4.020 2.758 0.03
C 3.645 -1.715 2.737 0.00
Si 1.959 1.905 2.311 -0.32
C 1.502 3.648 1.732 -0.01
C 1.886 1.836 4.194 0.01
C 3.742 1.585 1.831 -0.02
H -4.213 -1.062 2.900 0.00
H -3.192 -0.747 1.490 0.00
H -3.436 0.508 2.703 0.00
H -2.909 -0.926 5.745 0.00
H -1.818 0.416 5.423 0.00
H -1.164 -1.146 5.919 0.00
H -2.958 -3.411 4.087 0.00
H -1.205 -3.611 4.104 0.00
H -2.073 -3.559 2.565 -0.01
H 0.946 -2.677 5.550 0.00
H 1.920 -1.208 5.609 -0.01
H 2.707 -2.788 5.613 0.00
H 0.725 -4.431 3.150 0.00
H 2.478 -4.649 3.115 0.00
H 1.631 -4.098 1.669 0.00
H 4.066 -0.964 3.408 0.00
H 3.666 -1.322 1.719 0.00
H 4.299 -2.591 2.771 0.00
H 0.637 4.044 2.265 0.01
H 1.294 3.694 0.661 0.00
H 2.354 4.307 1.931 -0.01
H 0.940 2.151 4.634 0.01
H 2.662 2.501 4.589 -0.01
H 2.115 0.828 4.544 -0.01
H 3.837 1.187 0.823 0.00
H 4.227 0.901 2.525 0.01
H 4.271 2.542 1.887 0.00

=====

(4)
35
Properties=species:S:1:pos:R:3:lowdin_charge:R:1 method="wB97M-V/def2-TZVPD" spin_multiplicity=1 e_above_lowest_kj_mol=163.9 largest_force_ev_per_a=3.2 smiles=Cc1c[nH]c2ccccc12.Cc1ccc(O)cc1 homo_energy_ev=-7.771 lumo_energy_ev=0.831
C 1.022 -0.240 3.945 -0.06
C 0.733 0.683 2.854 -0.26
C -0.140 1.750 2.920 -0.02
N -0.333 2.208 1.592 0.06
C 0.722 1.747 0.809 -0.23
C 1.208 2.104 -0.434 -0.02
C 2.088 1.228 -1.106 -0.07
C 2.378 0.004 -0.487 -0.11
C 2.147 -0.190 0.865 -0.03
C 1.292 0.697 1.562 -0.15
H 1.426 -1.203 3.614 0.07
H 0.082 -0.477 4.476 0.09
H 1.811 0.047 4.667 0.09
H -0.865 2.065 3.627 0.11
H -0.627 3.159 1.400 0.14
H 0.767 2.992 -0.876 0.11
H 2.388 1.541 -2.079 0.09
H 2.665 -0.913 -0.986 0.10
H 2.235 -1.177 1.298 0.09
C -0.666 -2.703 0.744 -0.07
C -0.918 -1.767 -0.426 -0.28
C -1.942 -0.848 -0.386 -0.04
C -2.248 -0.183 -1.579 -0.03
C -1.612 -0.425 -2.776 -0.32
O -2.129 0.318 -3.831 0.04
C -0.717 -1.483 -2.792 -0.04
C -0.336 -2.176 -1.657 -0.04
H -1.352 -2.559 1.583 0.07
H 0.397 -2.734 1.090 0.07
H -0.646 -3.790 0.514 0.08
H -2.324 -0.388 0.512 0.11
H -3.046 0.558 -1.527 0.12
H -1.651 0.035 -4.610 0.09
H -0.224 -1.638 -3.744 0.11
H 0.269 -3.071 -1.748 0.12

=====

(5)
81
Properties=species:S:1:pos:R:3:mulliken_spin:R:1 method="wB97M-V/def2-TZVPD" spin_multiplicity=6 largest_force_ev_per_a=2.3 s_squared=8.861 homo_energy_ev="-18.127 / -18.937" total_charge=+4 lumo_energy_ev="-12.346 / -14.858"
C 0.362 -1.850 5.990 0.25
C 0.876 -2.401 4.801 -0.06
C 0.551 -3.736 4.512 0.21
C -0.261 -4.478 5.389 0.16
N -0.713 -3.954 6.538 0.29
C -0.443 -2.664 6.819 0.17
C 1.617 -1.689 3.758 0.16
C 2.211 -1.064 2.883 0.06
C 2.911 -0.450 1.783 0.20
C 3.106 0.971 1.727 -0.03
C 2.807 1.609 0.520 0.16
C 2.376 0.719 -0.475 0.22
C 2.919 -0.589 -0.623 0.19
C 3.222 -1.193 0.583 -0.05
Ir 0.698 1.271 -1.297 1.15
P -0.807 0.086 -0.018 0.10
H 0.879 -4.134 3.548 0.00
H 0.486 -0.774 6.178 0.00
H -0.527 -5.498 5.108 0.01
H -0.916 -2.268 7.735 0.01
H 3.694 -2.179 0.635 0.01
H 3.375 1.520 2.627 0.01
H 3.108 -0.995 -1.612 0.01
H 2.892 2.670 0.300 0.01
C -2.549 0.301 -0.659 0.01
C -3.686 -0.544 -0.085 0.00
H -2.471 0.175 -1.751 -0.01
H -2.777 1.368 -0.511 -0.01
H -4.625 -0.266 -0.581 0.00
H -3.534 -1.615 -0.252 0.00
H -3.837 -0.364 0.987 0.00
C -0.488 -1.693 0.446 0.03
C -1.397 -2.230 1.559 0.02
H 0.565 -1.711 0.778 0.02
H -0.552 -2.294 -0.477 0.01
H -1.279 -3.319 1.641 0.00
H -1.101 -1.794 2.525 -0.01
H -2.463 -2.027 1.383 0.00
C -0.609 0.822 1.657 -0.01
C -1.924 1.009 2.412 0.02
H -0.108 1.799 1.516 -0.01
H 0.104 0.186 2.211 -0.02
H -1.741 1.554 3.346 0.00
H -2.651 1.587 1.827 0.00
H -2.362 0.041 2.684 0.00
Br -0.297 1.572 -3.534 0.34
P -0.070 -1.764 -3.191 0.54
C -1.627 -2.654 -2.872 0.10
C -2.204 -3.285 -4.127 0.04
H -2.328 -1.915 -2.446 -0.01
H -1.421 -3.399 -2.090 0.00
H -3.134 -3.794 -3.852 0.01
H -2.439 -2.534 -4.890 0.00
H -1.521 -4.027 -4.559 0.00
C 0.047 -1.308 -4.954 0.04
C 0.883 -2.180 -5.870 0.02
H 0.451 -0.279 -4.931 0.00
H -0.985 -1.215 -5.320 0.00
H 0.947 -1.681 -6.844 0.01
H 1.907 -2.330 -5.508 0.00
H 0.401 -3.149 -6.022 0.00
C 1.325 -2.863 -2.744 0.07
C 1.149 -4.306 -3.183 0.06
H 1.432 -2.795 -1.649 -0.01
H 2.231 -2.406 -3.172 0.00
H 2.015 -4.867 -2.809 0.01
H 0.245 -4.762 -2.755 0.00
H 1.121 -4.402 -4.277 0.00
C -0.572 5.921 -1.698 0.01
N -0.043 5.467 -0.413 0.03
C 0.448 6.249 0.617 0.02
C 0.855 5.412 1.606 0.03
N 0.599 4.137 1.157 0.03
C 0.045 4.174 -0.058 -0.03
S -0.745 2.979 -0.952 0.37
H -0.017 5.446 -2.517 -0.01
H -1.631 5.658 -1.801 0.01
H -0.459 7.003 -1.754 0.00
H 0.466 7.321 0.542 0.00
H 1.282 5.593 2.573 0.00
H 0.831 3.265 1.664 0.00

=====

(6)
18
Properties=species:S:1:pos:R:3:lowdin_charge:R:1 method="wB97M-V/def2-TZVPD" spin_multiplicity=1 e_above_lowest_kj_mol=338.2 largest_force_ev_per_a=1.6 homo_energy_ev=-8.737 lumo_energy_ev=0.920
C 0.879 0.471 -2.351 -0.11
C 1.178 0.177 -0.842 -0.21
C -0.024 -0.238 0.098 -0.17
C -0.015 -1.229 1.917 0.02
N -0.808 0.920 0.377 0.02
C -1.798 0.721 1.270 -0.37
O -2.144 -0.407 1.557 -0.03
H 0.425 -0.380 -2.872 0.07
H 0.231 1.341 -2.523 0.06
H 1.822 0.690 -2.882 0.07
H 1.932 -0.612 -0.831 0.10
H 1.680 1.077 -0.456 0.10
H -0.622 -0.997 -0.398 0.11
H 0.217 -2.219 1.562 0.02
H 0.768 -0.729 2.469 0.02
H -0.816 -1.401 2.678 0.05
H -0.435 1.847 0.234 0.13
H -2.194 1.610 1.773 0.13